1.
{"formula": "C31H35BrCl2F11N2O2S", "method": "ωB97M-V/def2-TZVPD", "elements": ["C", "C", "C", "C", "N", "C", "O", "C", "C", "C", "C", "F", "F", "C", "F", "F", "C", "F", "F", "C", "F", "F", "F", "C", "Cl", "C", "C", "Cl", "C", "S", "Br", "N", "C", "C", "C", "O", "H", "H", "H", "H", "H", "H", "H", "H", "H", "H", "H", "H", "H", "H", "H", "H", "H", "H", "H", "H", "H", "H", "H", "H", "H", "F", "C", "C", "C", "C", "C", "C", "H", "H", "H", "H", "H", "F", "C", "C", "C", "C", "C", "C", "H", "H", "H", "H", "H"], "xyz": [[5.171347, -1.729642, 0.924009], [5.930422, -0.333781, 0.466909], [5.061381, 1.034610, 0.830590], [3.555248, 1.014222, 0.102176], [2.946532, 2.334178, -0.129204], [2.590302, 2.765357, -1.509563], [1.136448, 2.798440, -1.824997], [0.596298, 1.554593, -2.365000], [-1.021015, 1.885731, -2.636534], [-1.946068, 0.603107, -2.986360], [-3.586456, 0.927470, -2.888844], [-4.221289, 0.579965, -4.216181], [-3.888490, 2.359270, -2.668917], [-4.275076, -0.098317, -1.797587], [-4.217792, -1.465145, -2.439321], [-3.562194, -0.192462, -0.502851], [-5.856187, 0.184317, -1.486047], [-6.576632, 0.975388, -2.508439], [-6.530828, -1.167710, -1.459441], [-6.171235, 0.865291, -0.027562], [-5.335852, 2.076719, 0.135362], [-7.602220, 1.344879, -0.102018], [-6.122186, -0.082951, 1.113594], [0.629853, 0.372203, -1.244031], [1.349011, -1.363120, -1.469770], [0.133460, 0.566316, 0.181192], [-0.493332, 1.950271, 0.774684], [0.222686, -0.836099, 1.452839], [1.435450, 1.262931, -3.753560], [0.949928, -0.278134, -4.705881], [1.168729, 2.712589, -5.174598], [2.941740, 1.101670, -3.450511], [3.543389, 2.298935, -2.752737], [5.154221, 2.227139, -2.473706], [5.686431, 3.643852, -1.796249], [7.010170, 3.821023, -1.626011], [4.017758, -1.592932, 1.134272], [5.738186, -2.256271, 1.819389], [5.240681, -2.496978, 0.015520], [6.129273, -0.447039, -0.703276], [7.017934, -0.302007, 0.956775], [4.954867, 1.087721, 2.003324], [5.705129, 1.949577, 0.437706], [2.870291, 0.416084, 0.876440], [3.674778, 0.294591, -0.821445], [2.258071, 2.659671, 0.581533], [2.819345, 3.948142, -1.455636], [-1.179909, 2.670124, -3.521600], [-1.526029, 2.440049, -1.709808], [-1.804284, 0.263668, -4.122663], [-1.794856, -0.360368, -2.346530], [-0.568894, 1.891937, 1.965647], [-1.632071, 1.996886, 0.418340], [0.098610, 2.929378, 0.547566], [0.040075, -1.079678, -3.992425], [3.168958, 0.191328, -2.994712], [3.395615, 1.062830, -4.412896], [3.478686, 3.194607, -3.545578], [5.675422, 2.184359, -3.547065], [5.521731, 1.265405, -1.909588], [4.947708, 4.498193, -1.453506], [3.488628, -1.146233, 3.100360], [3.989256, -1.108450, 4.342358], [3.968398, 0.086984, 5.052397], [4.484878, 0.125563, 6.347519], [5.026944, -1.030445, 6.914607], [5.047879, -2.224299, 6.191970], [4.521229, -2.265161, 4.901232], [3.550923, 0.976748, 4.592521], [4.466203, 1.053370, 6.913889], [5.433725, -0.998824, 7.923122], [5.474021, -3.121749, 6.633888], [4.521280, -3.186776, 4.328734], [-9.048608, -6.657568, 0.161571], [-9.025693, -5.392048, 0.600377], [-8.247290, -4.451197, -0.064861], [-8.227149, -3.132275, 0.388593], [-8.977951, -2.771052, 1.510017], [-9.752147, -3.723811, 2.173946], [-9.780788, -5.039966, 1.713565], [-7.664158, -4.752000, -0.929110], [-7.627921, -2.387437, -0.129181], [-8.958445, -1.743213, 1.866020], [-10.332443, -3.441230, 3.048993], [-10.384042, -5.791311, 2.212255]], "forces_ev_per_angstrom": [[0.2058, -0.7249, -0.9486], [0.0076, -0.4634, -0.0387], [0.7029, -0.2937, -0.5260], [0.6545, -2.3402, 2.2419], [-0.0578, -0.5344, -2.0103], [1.1734, 3.2499, 1.1922], [1.0581, -2.0583, -0.6314], [-1.1311, 0.4606, 0.3391], [-1.0641, 0.7808, -0.4148], [-1.0469, -0.4679, -1.2958], [0.2818, 0.4270, -1.8360], [1.7556, 1.0932, 4.0865], [0.7386, -4.3397, -0.2492], [-0.2762, -1.9929, -0.2035], [0.2435, 4.4039, 2.1185], [-1.9441, 0.4873, -4.0088], [-2.8388, -1.6785, -0.6567], [2.8848, -2.5297, 3.2445], [2.1217, 4.4298, -0.1165], [-2.4975, 1.4787, 1.3151], [-2.5811, -4.3192, -0.1504], [5.0558, -1.6496, 0.4835], [0.3200, 3.6852, -4.1729], [-0.9738, -0.4473, 5.2182], [-0.8098, 2.6081, -0.2832], [1.2624, 0.1449, -3.2848], [-0.9232, -0.7830, 1.0971], [-0.1380, 2.4491, -2.3725], [-2.0025, -1.1958, 0.7041], [-0.2815, -0.1823, 0.0247], [0.6488, -0.9894, 1.6053], [0.7163, 0.6247, -1.6308], [0.3657, 2.6245, 0.5021], [0.2187, 0.1410, -0.9061], [6.4125, 0.1552, 0.8810], [-8.6165, -1.2455, -1.1757], [2.7028, -0.2630, -0.3770], [-1.4631, 1.2822, -1.7114], [-0.0752, 1.5815, 1.9375], [-0.4988, 0.5812, 2.3378], [-2.5206, 0.1339, -1.0005], [0.1530, 0.0524, -2.4150], [-1.4893, -1.7187, 0.9640], [1.4099, 1.0803, -1.8386], [-0.5291, 1.6795, 1.4598], [0.9266, -0.5277, -1.0309], [-0.8237, -2.5831, -0.4575], [0.7360, -1.7700, 1.8964], [1.7038, -1.3368, -1.7819], [-0.3957, 0.9182, 2.5239], [-0.0286, 1.9638, -0.8751], [0.3186, -0.1847, -2.7129], [2.5841, 0.1189, 0.6545], [-1.1858, -2.0517, -0.1018], [1.1577, 1.2570, 0.0657], [-0.6374, 0.4853, 0.0050], [-0.5302, -0.1792, 1.2643], [-0.3164, -2.1157, 1.7478], [-1.0480, 0.1655, 2.2780], [-0.7748, 2.1414, -0.7233], [1.3208, -1.7668, -0.7607], [-0.4290, 0.1349, -0.0769], [0.5272, 0.0293, 1.3688], [-0.0169, -0.0344, -0.1063], [0.0869, -0.4305, -0.1216], [-0.0371, 0.0554, -0.0498], [-0.1339, 0.3931, -0.0775], [-0.0295, 0.0091, -0.1325], [0.0018, -0.0834, 0.0273], [-0.0030, -0.1613, -0.1410], [-0.0868, -0.0102, -0.2114], [-0.1084, 0.1573, -0.1159], [-0.0157, 0.0954, 0.0238], [0.0032, -0.1553, -0.0571], [0.0086, 0.9717, 0.3377], [0.0027, -0.0511, -0.0203], [-0.2603, -0.2032, 0.3076], [0.0358, -0.0444, -0.0464], [0.2470, -0.0153, -0.3378], [0.0021, -0.0665, -0.0075], [-0.0880, -0.0136, 0.0756], [-0.2062, -0.2930, 0.1877], [-0.0120, -0.1871, -0.0651], [0.0846, -0.0891, -0.1753], [0.0844, 0.0403, -0.0752]], "total_energy_ha": -6452.598844, "homo_energy_ev": -10.3, "orbital_gap_ev": 6.4, "total_charge": 1}

=====

2.
{"formula": "C5H7ClOS", "method": "ωB97M-V/def2-TZVPD", "elements": ["C", "C", "C", "C", "C", "H", "H", "H", "H", "H", "H", "H", "O", "S", "Cl"], "xyz": [[-1.377938, 0.256407, -0.598069], [-0.336080, 0.012857, 0.658636], [0.672693, -1.125638, 0.428890], [1.898857, -0.088437, 0.488517], [0.840515, 0.903172, 0.178773], [-3.491375, 0.212229, -1.062061], [-0.837996, 0.196111, -1.586980], [-1.492881, 1.354786, -0.563697], [-0.911941, -0.007257, 1.508989], [0.466292, -1.665593, -0.674042], [0.853258, -1.939316, 1.157654], [2.438460, 0.127237, 1.395105], [-2.663789, -0.537431, -0.535860], [0.752892, 2.555344, -0.100648], [3.189034, -0.254475, -0.695200]], "forces_ev_per_angstrom": [[-0.1114, -0.1226, 0.4944], [0.6259, -0.6524, -6.1348], [1.0031, -2.6803, -1.2900], [-1.2967, -0.9448, -2.3084], [-1.5182, 4.6803, 2.7908], [4.0179, -3.6506, 2.5357], [-0.4941, -0.9165, 0.8743], [-0.8189, -0.4525, 0.4143], [-0.7233, 0.7605, 2.3355], [1.0650, 1.6322, 2.9136], [-0.7133, 0.3639, -0.2709], [-0.5356, -0.2860, 0.7724], [-1.4891, 4.9409, -2.4697], [0.6473, -2.5621, -0.1892], [0.3415, -0.1100, -0.4680]], "total_energy_ha": -1128.178325, "homo_energy_ev": -9.0, "de_lowest_kcal_mol": 94.1, "orbital_gap_ev": 8.0, "total_charge": 0}

=====

3.
{"formula": "C21H26AsBIMnN4O8S2", "method": "ωB97M-V/def2-TZVPD", "elements": ["Mn", "C", "C", "N", "C", "C", "S", "C", "C", "N", "H", "H", "H", "H", "H", "H", "H", "H", "H", "H", "H", "H", "H", "H", "O", "As", "O", "O", "C", "C", "C", "C", "C", "C", "S", "O", "O", "O", "H", "H", "H", "H", "H", "O", "B", "O", "C", "C", "C", "C", "C", "C", "H", "H", "H", "H", "I", "C", "C", "N", "N", "C", "H", "H", "H"], "xyz": [[0.300340, 0.166035, 0.507015], [1.739540, -0.159965, 3.729415], [3.048240, 0.313735, 3.076115], [2.883040, 0.344535, 1.636915], [3.671040, 1.344135, 0.945715], [3.194040, 2.764435, 1.261515], [1.363240, 2.959635, 1.253015], [0.967340, 2.887035, 3.046515], [0.136540, 1.692535, 3.518415], [0.591840, 0.397235, 3.038615], [1.696340, -1.245965, 3.654715], [1.741440, 0.115735, 4.797915], [3.281340, 1.317735, 3.422915], [3.875240, -0.339165, 3.394815], [3.019440, -0.576365, 1.230115], [4.748340, 1.270335, 1.189815], [3.508740, 1.156935, -0.119985], [3.563640, 3.118335, 2.220915], [3.543340, 3.445235, 0.487615], [1.911440, 2.957635, 3.580915], [0.384940, 3.790535, 3.230315], [0.119940, 1.727335, 4.625615], [-0.887260, 1.840135, 3.162815], [-0.185260, -0.254265, 3.075415], [-3.021060, 0.628535, 2.637315], [-2.808560, 1.594335, 1.143115], [-3.476160, 3.029835, 1.461615], [-1.225360, 1.669835, 0.733115], [-3.768960, 0.595535, -0.227085], [-4.802360, 1.255435, -0.879385], [-5.407060, 0.692435, -1.988585], [-4.981960, -0.546065, -2.447785], [-3.969660, -1.213765, -1.780385], [-3.366560, -0.643965, -0.674185], [-1.913960, -1.518865, -0.104285], [-2.204960, -2.935065, -0.223585], [-0.868060, -1.095165, -1.041485], [-1.566760, -1.159465, 1.281115], [-2.561060, -0.189665, 2.405215], [-5.096260, 2.228335, -0.499285], [-6.197060, 1.222435, -2.505185], [-5.425560, -0.976965, -3.335385], [-3.614160, -2.181265, -2.097585], [1.773040, -0.665165, -2.362585], [1.291140, 0.342835, -1.444085], [0.458840, 1.191535, -2.201585], [0.419240, 0.739435, -3.464385], [-0.246660, 1.238435, -4.565985], [-0.029560, 0.608735, -5.785985], [0.814740, -0.485165, -5.896385], [1.458540, -1.015765, -4.784585], [1.244040, -0.391965, -3.573985], [-0.904460, 2.089535, -4.480185], [-0.528260, 0.975535, -6.672285], [0.975040, -0.939165, -6.864085], [2.100040, -1.879065, -4.865985], [0.832740, -6.379965, 1.833115], [0.944140, -4.455765, 1.025915], [1.018640, -4.137665, -0.312185], [1.158440, -2.807665, -0.369885], [1.148240, -2.250265, 0.841615], [1.018840, -3.242765, 1.708315], [0.972340, -4.771065, -1.176185], [1.161340, -2.182065, -1.178885], [0.978240, -3.072565, 2.765815]], "forces_ev_per_angstrom": [[0.4753, 0.9892, 1.2341], [0.2570, 0.1354, -0.1271], [-0.2004, -0.1893, -0.0759], [0.5069, -0.2422, -0.0392], [-0.1450, -0.0926, -0.0170], [-0.6589, -0.0733, -0.0485], [0.4243, -0.0784, 0.1975], [-0.0013, 0.0094, -0.4952], [-0.2457, 0.3434, -0.0589], [-0.7289, -0.3443, -0.0397], [-0.0623, -0.0243, 0.0415], [0.0022, -0.1429, -0.1057], [0.0560, 0.0656, 0.0125], [-0.0299, 0.1003, 0.0828], [-0.0964, 0.1823, 0.0017], [-0.0949, 0.0724, -0.2073], [0.2111, 0.0419, 0.1010], [0.0978, 0.1156, 0.0524], [0.1834, 0.0358, 0.0393], [0.0489, 0.1245, 0.0983], [0.0766, -0.0396, 0.2209], [-0.0265, -0.0333, -0.1854], [0.2611, -0.1307, 0.1702], [-0.0155, 0.0659, 0.2009], [0.1464, 0.3038, -0.4895], [-1.2305, 0.1581, 0.8973], [-0.6871, 0.6142, -0.1151], [1.5935, -0.7874, -0.3987], [0.3401, 0.4204, 0.3932], [-0.0641, 0.2127, 0.2175], [-0.0421, -0.0298, -0.0379], [0.0155, 0.0077, 0.0312], [-0.1341, -0.3032, -0.1689], [0.3418, -0.0981, 0.0066], [-0.5636, -2.1288, -0.4938], [-0.2176, 0.4248, -0.0308], [-0.1299, 0.4685, 0.2068], [0.0499, 0.5075, -0.1365], [-0.0418, -0.4073, 0.2140], [0.0030, -0.0190, -0.0602], [-0.0103, 0.0164, 0.0019], [-0.0236, -0.0756, 0.0144], [-0.0528, -0.1099, -0.1703], [0.4078, -0.0452, 0.4424], [-0.1502, -0.3914, -0.2032], [0.0262, 0.6018, -0.0049], [0.3995, -0.6724, -0.8399], [0.0256, 0.0966, 0.3180], [-0.0078, -0.0830, -0.1811], [-0.0898, -0.0390, -0.1644], [0.0325, 0.0096, 0.3136], [-0.5137, 0.6088, -0.6393], [-0.0318, 0.1042, 0.0433], [-0.0409, 0.0607, -0.0307], [-0.0315, -0.0474, -0.0672], [0.1214, -0.0901, 0.0197], [-0.0327, 0.4914, -0.1836], [0.0148, -0.7605, 0.0976], [0.0736, -0.0082, 0.1205], [0.0792, -0.1274, -0.0223], [0.0230, 0.4307, 0.1715], [0.0880, -0.1102, -0.2543], [0.0070, 0.0311, -0.1727], [0.0454, -0.2135, 0.1415], [-0.0334, 0.0879, 0.1610]], "total_energy_ha": -6142.663675, "s2": 8.76, "homo_energy_ev": [-4.2, -5.2], "spin_multiplicity": 6, "de_lowest_kcal_mol": 63.2, "orbital_gap_ev": [6.3, 7.3], "total_charge": -1}